(1)
A cluster of 2 separate species, C4H10O2 in total. Source: the Open Molecules 2025 dataset; level of theory: ωB97M-V with the def2-TZVPD basis set.

Structure (XYZ):
```
16
Properties=species:S:1:pos:R:3:mulliken_charge:R:1
C 0.66156 -0.28452 2.69360 -0.627
O 0.19457 -1.33749 1.88079 -0.506
C -0.71920 0.09808 -0.94223 0.036
C 0.33663 -0.86617 -1.41058 0.023
C -0.71110 1.35417 -1.82495 -1.145
O 1.23756 -1.32319 -0.74083 -0.542
H 1.37439 0.36971 2.16988 0.271
H -0.19391 0.32848 3.01010 0.236
H 1.15684 -0.67713 3.59256 0.269
H -0.56634 0.31850 0.11824 0.042
H -1.69063 -0.40922 -1.03511 0.304
H 0.25004 -1.15130 -2.48225 0.314
H -0.60232 1.09644 -2.88633 0.318
H 0.12104 2.01490 -1.56006 0.322
H -1.64652 1.90824 -1.71152 0.315
H 0.79740 -1.43951 1.12867 0.370
```

## Properties
- energy above the lowest of the compared OMol25 structures with the same formula, charge and spin (eV) = 1.1845
- charge = 0
- LUMO energy (eV) = 0.823


(2)
An isolated molecule of C4H7ClO in a non-equilibrium geometry. Source: the Open Molecules 2025 dataset; level of theory: ωB97M-V with the def2-TZVPD basis set.

Structure (XYZ):
```
13
Properties=species:S:1:pos:R:3:mulliken_charge:R:1
C -2.31127 -0.84098 -0.19126 -0.686
C -0.44984 0.57839 0.21680 0.438
C -0.89142 1.55322 -0.46044 -0.730
C 1.02416 0.46037 0.77567 -0.406
H -2.88461 -1.86117 0.20312 0.228
H -3.04762 0.07269 -0.28342 0.261
H -1.98916 -1.31506 -1.34512 0.259
H -0.27221 2.36537 -0.31530 0.280
H -1.82098 1.77899 -1.07050 0.244
H 0.68461 -0.23746 1.66634 0.231
H 1.53924 1.36733 1.13451 0.368
O -1.08028 -0.57020 0.55968 -0.321
Cl 1.89431 -0.47736 -0.38304 -0.165
```

## Properties
- energy above the lowest of the compared OMol25 structures with the same formula, charge and spin (eV) = 3.0821
- charge = 0
- LUMO energy (eV) = 0.901


(3)
An isolated molecule of C2H3Cl2O2P in a non-equilibrium geometry. Source: the Open Molecules 2025 dataset; level of theory: ωB97M-V with the def2-TZVPD basis set.

Structure (XYZ):
```
10
Properties=species:S:1:pos:R:3:mulliken_charge:R:1
C 0.33647 0.97482 -1.06467 -1.217
C -0.11909 0.52098 0.33371 0.644
O -0.44265 -3.42797 0.83093 -0.486
O -0.13335 -1.15303 0.18155 -0.176
P -0.14766 -2.11413 1.43889 0.383
Cl -1.68977 1.03309 0.67412 -0.107
Cl 0.96949 0.94743 1.58650 -0.109
H 1.33635 0.82670 -1.10683 0.376
H -0.03562 2.08244 -1.08811 0.352
H -0.07416 0.30967 -1.78609 0.340
```

## Properties
- energy above the lowest of the compared OMol25 structures with the same formula, charge and spin (eV) = 1.4999
- charge = 0
- LUMO energy (eV) = 0.107


(4)
A cluster of 11 separate species, C2H26O12 in total in a non-equilibrium geometry. Source: the Open Molecules 2025 dataset; level of theory: ωB97M-V with the def2-TZVPD basis set.

Structure (XYZ):
```
40
Properties=species:S:1:pos:R:3:mulliken_charge:R:1
O -0.35967 -3.39852 -1.14872 -0.601
H -0.03767 -2.78952 -1.77272 0.449
H -0.36367 -4.24352 -1.60172 0.278
O -3.30167 2.60947 -0.36672 -0.658
H -3.56267 1.85248 -0.84272 0.367
H -2.59267 2.42747 0.23728 0.326
O 1.51633 1.50848 -1.66872 -0.513
H 2.45333 1.53047 -1.46372 0.236
H 1.49033 1.27148 -2.60272 0.294
O -3.79567 -0.01053 -1.27372 -0.618
H -3.22567 -0.74552 -1.46072 0.289
H -4.43567 -0.37453 -0.64872 0.300
O -0.56367 2.85747 0.24728 -0.548
H 0.00933 2.22148 0.77928 0.349
H -0.16067 3.69248 0.40728 0.242
O -1.32567 2.50747 -2.51872 -0.670
H -0.93567 2.80847 -1.67872 0.369
H -2.26767 2.62947 -2.47472 0.305
O -2.49367 0.67248 1.56628 -0.635
H -2.35167 0.17448 0.80628 0.251
H -1.73067 0.52147 2.11928 0.293
O -0.75767 -0.03653 -0.94672 -0.540
H -1.09567 0.80448 -1.16772 0.268
H 0.19833 0.16047 -1.05172 0.156
O 0.91433 1.22048 1.86128 -0.619
H 1.33133 0.41047 1.56628 0.406
H 0.73233 1.13547 2.77228 0.285
O 0.01333 -1.45753 -3.17172 -0.657
H 0.92733 -1.06353 -3.16672 0.343
H -0.21467 -1.07453 -2.36172 0.384
C 1.77233 -1.80352 1.86028 -0.298
C 3.11232 -2.24052 2.42328 -0.812
O 3.78133 -1.23053 2.96128 -0.455
O 2.16233 -0.90452 0.83528 -0.493
H 1.07333 -1.24852 2.50928 0.318
H 1.36333 -2.70952 1.39928 0.124
H 3.77033 -2.79652 1.75928 0.480
H 2.77933 -3.02852 3.11328 0.346
H 3.06832 -0.85553 3.55028 0.340
H 3.10332 -1.00453 0.61528 0.318
```

## Properties
- energy above the lowest of the compared OMol25 structures with the same formula, charge and spin (eV) = 1.5225
- charge = 0
- LUMO energy (eV) = -0.081


(5)
A cluster of 7 separate species, C14H32Br8N2O5 in total in a non-equilibrium geometry. Source: the Open Molecules 2025 dataset; level of theory: ωB97M-V with the def2-TZVPD basis set.

Structure (XYZ):
```
61
Properties=species:S:1:pos:R:3:mulliken_charge:R:1
C -25.16590 -4.21429 -3.15537 -0.749
N -24.64953 -5.53482 -3.49418 0.910
O -24.61364 -5.79184 -4.65230 -0.517
O -24.43336 -6.28101 -2.53491 -0.529
H -25.90676 -4.33623 -2.36522 0.289
H -25.53760 -3.72770 -4.05714 0.324
H -24.36149 -3.60406 -2.74473 0.270
C -26.24709 1.03281 -6.66997 -0.737
N -27.22802 2.11248 -6.53494 0.823
O -27.30661 2.96223 -7.41205 -0.496
O -27.89301 2.09806 -5.47232 -0.485
H -26.39738 0.69352 -7.69486 0.299
H -26.43595 0.23129 -5.95584 0.292
H -25.26382 1.46405 -6.48202 0.301
Br -21.34098 -0.75883 -5.53475 -0.157
C -19.71996 -1.14827 -6.52918 -0.560
C -19.77997 -0.41105 -7.84292 -0.618
Br -18.30942 -1.11532 -8.98979 -0.158
H -19.68166 -2.20765 -6.78286 0.377
H -18.91070 -0.85462 -5.86063 0.351
H -19.55948 0.63270 -7.61915 0.356
H -20.81109 -0.45100 -8.19406 0.411
Br -26.94442 0.19480 -0.87002 -0.158
C -26.37635 2.00028 -0.33343 -0.663
C -25.04291 1.94263 0.36035 -0.558
Br -24.52924 3.82042 0.86924 -0.176
H -27.15849 2.42097 0.29852 0.382
H -26.34106 2.63600 -1.21816 0.386
H -24.36170 1.45383 -0.33615 0.390
H -25.07035 1.33603 1.26553 0.394
Br -27.56566 9.69994 -7.82941 -0.169
C -27.09989 8.23487 -9.16591 -0.510
C -25.70721 8.56141 -9.73462 -0.627
Br -25.20214 7.38443 -11.19573 -0.152
H -27.88414 8.29571 -9.92047 0.347
H -27.27623 7.32063 -8.59919 0.342
H -24.95929 8.62967 -8.94464 0.394
H -25.56241 9.56524 -10.13395 0.377
Br -35.06530 0.50480 -5.16686 -0.157
C -33.97493 -0.60930 -6.36518 -0.567
C -32.71804 0.15003 -6.68624 -0.589
Br -31.50806 -0.96872 -7.73610 -0.165
H -34.54028 -0.72801 -7.28950 0.356
H -33.78584 -1.60000 -5.95183 0.398
H -32.21013 0.36586 -5.74628 0.362
H -32.87768 1.02392 -7.31784 0.363
C -29.15759 6.12454 -0.23723 -1.287
C -30.16916 5.43257 -1.12835 -0.008
O -31.16487 4.95760 -0.25225 -0.343
C -32.12133 4.08471 -0.78402 -0.354
C -33.37261 4.79229 -1.05143 -0.974
H -29.72997 6.77898 0.42018 0.336
H -28.55200 5.63088 0.52280 0.300
H -28.47573 6.71504 -0.84920 0.370
H -30.66445 6.09910 -1.83441 0.250
H -29.63496 4.59652 -1.57974 0.231
H -31.71813 3.53709 -1.63588 0.299
H -32.23595 3.25615 -0.08513 0.316
H -33.14375 5.72215 -1.57209 0.265
H -34.07033 5.07291 -0.26243 0.290
H -33.92300 4.22955 -1.80541 0.314
```

## Properties
- energy above the lowest of the compared OMol25 structures with the same formula, charge and spin (eV) = 1.9910
- charge = 0
- LUMO energy (eV) = -0.233